The following is a quantum chemistry calculation of an isolated molecule of C3H6N2O2, from OMol25.

Computed properties:
- Frontier orbital gap: 9.99 eV
- E_tot: -377.73353 hartree
- Relative energy (zero: lowest compared OMol25 entry of this formula, charge and spin): 592.9 kJ/mol
- SMILES string: N[C@H]1CC=[N+]([O-])O1
- HOMO energy: -9.18 eV
- Charge: 0

```
13
Properties=species:S:1:pos:R:3:forces:R:3
N 1.519572 1.333572 0.418081 1.594 -0.384 0.432
C 0.630508 0.704838 -0.461253 -2.832 -3.357 -0.649
C 0.284589 -0.938427 -0.124288 -1.265 0.235 -1.114
C -1.310219 -1.123558 0.064720 4.746 2.546 -0.742
N -1.776690 0.071033 0.004772 0.357 1.145 0.104
O -2.820748 0.601594 0.229465 -1.127 -0.021 -0.111
O -0.754933 1.168039 -0.424225 1.055 -0.345 0.305
H 2.421652 0.771500 0.336871 -1.473 1.310 0.593
H 1.179145 1.398896 1.368766 0.169 -0.286 0.128
H 1.110223 0.872464 -1.464103 -1.085 -0.630 0.496
H 0.554190 -1.591889 -0.958546 0.402 0.154 0.084
H 0.817139 -1.258680 0.763989 0.121 0.015 0.185
H -1.854428 -2.009376 0.245753 -0.663 -0.382 0.290
```
Positions in Å, forces in eV/Å.